# 1
DFT (the ωB97M-V functional and the def2-TZVPD basis) results for a molecular structure, C31H54BN8SV.

Structure (XYZ):
```
96
Properties=species:S:1:pos:R:3:mulliken_spin:R:1
V 0.117 -0.064 -0.184 0.882
C -1.851 -1.651 1.296 0.041
C -1.899 -2.832 0.326 -0.017
C -1.020 -3.987 0.826 0.002
C -1.487 -2.444 -1.061 -0.007
C -1.741 -3.131 -2.242 0.001
C -1.086 -2.430 -3.253 0.006
C -0.921 -2.986 -4.645 0.001
C -0.020 -4.230 -4.534 0.000
C -0.367 -2.073 -5.735 0.000
N -0.503 -1.359 -2.684 -0.001
N -0.725 -1.377 -1.341 0.012
B 0.085 -0.023 -3.234 -0.057
N -0.746 1.132 -2.619 0.036
N -0.706 1.311 -1.274 -0.016
C -1.464 2.372 -0.984 0.015
C -2.022 2.870 -2.163 0.016
C -1.543 2.063 -3.183 0.031
C -1.888 2.194 -4.638 0.000
C -2.748 1.012 -5.103 0.002
C -0.679 2.417 -5.556 0.002
C -1.555 2.961 0.384 -0.005
C -0.704 4.239 0.445 0.000
C -1.104 1.976 1.451 0.003
N 1.517 0.094 -2.677 0.023
N 1.675 0.037 -1.333 -0.024
C 2.985 0.047 -1.080 0.021
C 3.687 0.120 -2.282 0.016
C 2.720 0.149 -3.280 0.031
C 2.928 0.227 -4.761 -0.003
C 3.764 -0.962 -5.246 0.002
C 3.595 1.554 -5.139 0.001
C 3.512 0.024 0.313 -0.003
C 2.394 -0.327 1.288 0.011
C 4.139 1.379 0.667 -0.001
H -2.129 -1.972 2.298 0.001
H -0.830 -1.244 1.392 -0.022
H -2.546 -0.870 0.984 -0.005
H -2.930 -3.189 0.268 0.000
H 0.020 -3.662 0.909 -0.001
H -1.358 -4.325 1.806 0.000
H -1.065 -4.830 0.138 0.000
H -2.329 -4.028 -2.352 0.000
H -1.914 -3.322 -4.957 0.000
H 0.966 -3.951 -4.158 0.000
H -0.446 -4.974 -3.862 0.000
H 0.103 -4.693 -5.513 0.000
H 0.647 -1.748 -5.498 0.000
H -0.329 -2.632 -6.670 0.000
H -0.994 -1.199 -5.902 0.000
H 0.059 0.024 -4.407 -0.001
H -2.693 3.707 -2.261 0.000
H -2.506 3.092 -4.699 0.000
H -2.265 0.062 -4.875 0.000
H -3.717 1.022 -4.603 0.000
H -2.918 1.067 -6.179 0.000
H -0.190 1.480 -5.822 0.000
H -1.009 2.891 -6.480 0.000
H 0.060 3.068 -5.087 0.000
H -2.597 3.237 0.565 0.002
H 0.347 3.998 0.271 0.000
H -1.021 4.956 -0.311 0.001
H -0.794 4.707 1.426 0.000
H -0.056 1.677 1.286 0.006
H -1.136 2.432 2.437 0.001
H -1.741 1.091 1.479 -0.005
H 4.757 0.138 -2.406 0.000
H 1.955 0.188 -5.253 0.000
H 4.771 -0.924 -4.829 0.000
H 3.307 -1.908 -4.952 -0.001
H 3.844 -0.941 -6.333 0.000
H 4.586 1.633 -4.691 0.000
H 3.701 1.616 -6.222 0.000
H 2.994 2.400 -4.803 0.000
H 4.294 -0.738 0.364 0.001
H 1.641 0.478 1.308 0.004
H 1.922 -1.286 1.034 -0.004
H 2.770 -0.411 2.304 0.003
H 3.378 2.163 0.648 0.000
H 4.580 1.349 1.664 0.001
H 4.919 1.642 -0.046 0.000
S 0.196 -0.034 3.953 0.001
C 0.110 0.078 5.625 0.000
N 1.222 0.098 6.376 0.000
C 1.232 0.188 7.831 0.000
C -0.044 -0.431 8.375 0.000
C -1.231 0.238 7.702 0.000
N -1.074 0.143 6.256 0.000
H 2.092 0.081 5.876 0.000
H 1.306 1.234 8.145 0.000
H 2.108 -0.341 8.206 0.000
H -0.098 -0.298 9.454 0.000
H -0.055 -1.499 8.151 0.000
H -1.294 1.287 8.008 0.000
H -2.161 -0.254 7.984 0.000
H -1.887 0.160 5.667 0.000
```

Output
**Relative energy (zero: lowest compared OMol25 entry of this formula, charge and spin)**: 91.9 kJ/mol
**DFT total energy**: -82142.3726 eV
**HOMO-LUMO gap (spin up / spin down)**: 0.2941 / 0.2828 hartree
**2S+1**: 2
**Highest occupied orbital energy (spin up / spin down)**: -9.8 / -9.3 eV
**Total charge**: +1

---

# 2
DFT (the ωB97M-V functional and the def2-TZVPD basis) results for a molecular structure, C27H26Br4F4N4O3V.

Structure (XYZ):
```
69
Properties=species:S:1:pos:R:3:mulliken_spin:R:1
V -0.737 -0.043 -0.629 0.997
C 1.600 2.887 0.592 -0.006
C 0.135 3.219 0.364 0.007
N -0.772 2.175 0.842 -0.023
C -0.591 1.877 2.268 -0.004
C -0.714 3.073 3.216 -0.001
C -2.153 2.534 0.519 0.007
C -3.144 1.345 0.485 -0.013
N -2.447 0.058 0.461 -0.009
C -3.129 -1.028 0.892 -0.051
C -2.410 -2.136 1.403 0.041
F -1.067 -2.039 1.485 0.003
C -3.003 -3.284 1.855 0.003
F -2.216 -4.280 2.324 0.000
C -4.379 -3.446 1.867 -0.001
C -5.106 -2.380 1.392 0.002
F -6.458 -2.474 1.341 0.000
C -4.526 -1.217 0.926 0.002
F -5.361 -0.279 0.417 0.000
H 2.226 3.540 -0.020 0.000
H 1.790 1.855 0.296 -0.002
H 1.901 3.004 1.638 0.000
H -0.049 3.331 -0.704 -0.001
H -0.105 4.190 0.828 0.001
H 0.386 1.416 2.400 0.006
H -1.326 1.117 2.530 0.004
H 0.101 3.789 3.081 0.000
H -0.676 2.716 4.249 0.000
H -1.658 3.608 3.084 0.000
H -2.130 2.970 -0.474 -0.001
H -2.531 3.311 1.201 0.002
H -3.763 1.484 -0.405 -0.001
H -3.812 1.393 1.350 -0.002
H -4.849 -4.360 2.197 0.000
Br -0.018 4.225 -6.138 0.000
C 0.348 2.964 -4.766 0.001
C 1.588 2.356 -4.672 -0.004
Br 2.960 2.745 -5.928 0.000
C 1.828 1.429 -3.633 0.003
Br 3.518 0.593 -3.398 0.001
C 0.856 1.087 -2.704 0.020
O 1.030 0.277 -1.698 0.014
C -0.456 1.691 -2.830 -0.011
O -1.334 1.331 -1.957 -0.002
C -0.658 2.635 -3.835 0.000
Br -2.368 3.461 -3.852 0.000
O 1.771 -0.774 2.496 -0.001
C 2.907 -1.617 2.462 -0.001
C 3.972 -1.148 1.485 0.000
C 3.450 -0.906 0.065 0.011
C 2.748 -2.119 -0.457 0.007
C 3.435 -3.085 -1.189 0.000
C 2.774 -4.238 -1.572 0.000
C 1.451 -4.393 -1.209 0.000
C 0.838 -3.372 -0.494 0.001
N 1.462 -2.255 -0.128 -0.015
H 1.254 -0.933 1.688 -0.005
H 2.615 -2.646 2.224 0.000
H 3.323 -1.620 3.472 0.000
H 4.753 -1.920 1.457 0.000
H 4.431 -0.225 1.852 0.000
H 4.291 -0.650 -0.582 0.000
H 2.753 -0.072 0.032 -0.006
H 4.469 -2.911 -1.464 0.000
H 3.281 -4.995 -2.160 0.000
H 0.875 -5.260 -1.503 0.000
H -0.211 -3.438 -0.256 0.000
N -1.665 -2.514 -2.374 0.031
C -1.300 -1.630 -1.701 -0.006
```

Output
**DFT total energy**: -357253.0141 eV
**HOMO-LUMO gap (spin up / spin down)**: 0.1639 / 0.1420 hartree
**2S+1**: 2
**Highest occupied orbital energy (spin up / spin down)**: -0.3 / 0.3 eV
**Total charge**: -2

---

# 3
DFT (the ωB97M-V functional and the def2-TZVPD basis) results for 9 unconnected molecules or ions with the total composition C5H30N2O8.

Structure (XYZ):
```
45
Properties=species:S:1:pos:R:3:mulliken_charge:R:1
C -1.660 -2.954 -0.814 -1.550
C -1.371 -1.977 0.313 -0.401
C -0.693 -0.704 -0.178 0.798
N 0.743 -0.913 -0.376 0.131
C 1.526 0.142 -1.043 -0.716
C 2.192 1.145 -0.103 -0.865
N 1.342 2.308 0.167 -0.427
H -2.427 -2.577 -1.482 0.370
H -0.774 -3.112 -1.422 0.302
H -2.024 -3.915 -0.450 0.416
H -0.751 -2.430 1.088 0.186
H -2.286 -1.705 0.847 0.450
H -0.878 0.096 0.546 -0.991
H -1.153 -0.401 -1.111 0.356
H 1.169 -1.103 0.525 0.272
H 2.289 -0.359 -1.639 0.338
H 0.933 0.689 -1.756 0.377
H 2.519 0.623 0.813 0.360
H 3.105 1.495 -0.581 0.469
H 0.590 2.114 0.842 -0.025
H 1.883 3.052 0.591 0.373
O 0.542 4.104 -1.842 -0.742
H 1.209 4.225 -2.525 0.320
H 0.935 3.503 -1.161 0.466
O -0.288 -0.736 3.250 -0.638
H -0.276 -0.832 4.199 0.257
H 0.457 -1.293 2.908 0.350
O 1.783 -2.496 2.514 -0.680
H 1.720 -3.111 1.754 0.358
H 2.710 -2.433 2.744 0.279
O -1.294 2.073 -1.701 -0.741
H -1.020 2.951 -2.019 0.395
H -0.565 1.890 -1.093 0.263
O -2.983 1.871 0.510 -0.701
H -2.484 1.961 -0.331 0.439
H -3.665 2.561 0.537 0.260
O -0.710 1.875 2.226 -0.823
H -1.575 1.948 1.746 0.380
H -0.607 0.972 2.608 0.390
O -0.443 -0.231 -3.741 -0.664
H -0.127 -0.864 -3.098 0.329
H -0.876 0.483 -3.265 0.331
O 1.571 -3.899 0.218 -0.767
H 0.749 -4.405 0.128 0.334
H 1.417 -3.099 -0.304 0.381
```

Output
**Relative energy (zero: lowest compared OMol25 entry of this formula, charge and spin)**: 58.4 kJ/mol
**DFT total energy**: -25033.5137 eV
**HOMO-LUMO gap**: 0.3508 hartree
**Highest occupied orbital energy**: -9.1 eV
**Total charge**: 0
**SMILES**: CCCNCCN.O.O.O.O.O.O.O.O

---

# 4
DFT (the ωB97M-V functional and the def2-TZVPD basis) results for C24H19N3O2 in the gas phase.

Structure (XYZ):
```
48
Properties=species:S:1:pos:R:3:mulliken_charge:R:1
C 5.404 2.210 -4.539 -1.103
C 4.675 0.853 -4.676 -0.540
N 4.256 0.259 -3.424 0.310
C 2.938 0.482 -2.777 -0.744
C 2.709 -0.588 -1.919 0.751
C 1.500 -0.774 -1.195 -0.467
N 0.371 -0.148 -1.405 -0.851
N -0.764 -0.331 -0.669 0.102
C -0.822 -0.001 0.663 0.121
O 0.153 0.216 1.417 -0.647
C -2.166 -0.037 1.178 0.547
C -2.468 0.645 2.274 -0.759
C -3.931 0.439 2.464 1.127
C -4.365 -0.274 1.382 -0.033
C -5.688 -0.423 1.123 -0.777
C -6.624 -0.156 2.055 -0.813
C -6.258 0.489 3.282 1.085
C -7.201 0.755 4.297 -0.584
C -6.800 1.285 5.598 -0.616
C -5.508 1.600 5.777 -0.675
C -4.612 1.483 4.706 -0.478
C -4.899 0.881 3.454 0.264
O -3.268 -0.630 0.601 -0.501
C 3.978 -1.301 -1.790 0.578
C 4.353 -2.351 -0.880 -0.440
C 5.611 -2.972 -1.039 -0.788
C 6.430 -2.538 -2.075 -0.354
C 6.093 -1.527 -2.958 -0.591
C 4.887 -0.823 -2.796 0.100
H 6.387 2.159 -4.044 0.287
H 4.815 2.923 -3.926 0.297
H 5.565 2.712 -5.483 0.393
H 5.384 0.302 -5.321 0.314
H 3.746 1.083 -5.184 0.344
H 2.299 1.307 -3.080 0.435
H 1.427 -1.584 -0.464 0.335
H -1.629 -0.377 -1.131 0.324
H -1.823 1.182 2.991 0.419
H -6.002 -0.897 0.146 0.311
H -7.657 -0.484 1.883 0.350
H -8.189 0.463 4.094 0.415
H -7.393 1.271 6.430 0.459
H -5.128 2.014 6.679 0.393
H -3.590 1.832 4.707 0.310
H 3.595 -2.686 -0.191 0.339
H 5.888 -3.833 -0.510 0.427
H 7.380 -3.017 -2.180 0.383
H 6.939 -1.092 -3.548 0.244
```

Output
**Relative energy (zero: lowest compared OMol25 entry of this formula, charge and spin)**: 427.2 kJ/mol
**DFT total energy**: -33758.9108 eV
**HOMO-LUMO gap**: 0.2884 hartree
**Highest occupied orbital energy**: -7.8 eV
**Total charge**: 0
**SMILES**: CCn1cc(/C=N/NC(=O)c2cc3c(ccc4ccccc43)o2)c2ccccc21